Entry 1:
Computed, not measured: one molecule with the formula C4HN3O2, with ωB97M-V/def2-TZVPD.

Output
strongest force on any atom: 3.6 eV/A
SMILES: N#CC(=O)c1ncon1
orbital gap: 9.9 eV
LUMO level: -1.7 eV

Geometry (Å):
N  -0.706  2.024  -2.445
C  -0.573  1.026  -1.901
C  -0.426  -0.340  -1.449
O  -0.645  -1.346  -2.116
C  -0.008  -0.405  -0.047
N  0.310  0.713  0.689
C  0.601  0.255  1.864
O  0.543  -1.126  1.907
N  0.081  -1.521  0.703
H  0.822  0.720  2.795


Entry 2:
Computed, not measured: a 12-piece molecular cluster, C45H108N12O9 overall, with ωB97M-V/def2-TZVPD.

Output
strongest force on any atom: 2.2 eV/A
SMILES: CCN(CC)CC.CCN(CC)CC.CCN(CC)CC.CNC(C)=O.CNC(C)=O.CNC(C)=O.CNC(C)=O.CNC(C)=O.CNC(C)=O.CNC(C)=O.CNC(C)=O.CNC(C)=O
orbital gap: 8.1 eV
LUMO level: 0.1 eV

Geometry (Å):
C  4.462  4.452  -4.218
C  3.672  3.831  -3.046
N  2.711  2.824  -3.454
C  1.707  3.290  -4.403
C  0.408  2.554  -4.415
C  3.290  1.547  -3.834
C  4.112  0.916  -2.701
H  3.794  4.765  -5.021
H  5.223  3.786  -4.630
H  5.058  5.283  -3.831
H  4.445  3.433  -2.386
H  3.174  4.590  -2.440
H  1.583  4.344  -4.144
H  2.185  3.339  -5.397
H  -0.330  2.965  -5.110
H  0.501  1.534  -4.802
H  -0.090  2.477  -3.449
H  3.848  1.552  -4.784
H  2.503  0.825  -4.069
H  3.755  1.277  -1.737
H  5.173  1.122  -2.831
H  3.926  -0.158  -2.657
C  4.867  4.449  -7.859
C  5.872  5.574  -7.603
N  6.354  6.332  -8.760
C  5.268  7.140  -9.352
C  5.805  8.245  -10.226
C  7.047  5.467  -9.697
C  8.089  4.538  -9.061
H  3.812  4.710  -8.007
H  4.771  3.741  -7.032
H  5.090  3.851  -8.749
H  5.422  6.271  -6.889
H  6.703  5.176  -7.024
H  4.641  6.401  -9.878
H  4.593  7.485  -8.571
H  6.515  8.841  -9.652
H  6.216  7.931  -11.191
H  5.015  8.890  -10.623
H  7.494  6.134  -10.444
H  6.397  4.840  -10.335
H  7.728  3.893  -8.266
H  9.003  5.039  -8.738
H  8.360  3.907  -9.915
C  5.056  9.464  -6.632
C  4.354  10.417  -7.637
N  3.541  11.370  -6.864
C  2.215  10.835  -6.628
C  1.389  11.649  -5.672
C  3.508  12.688  -7.536
C  2.717  12.730  -8.844
H  4.351  8.961  -5.981
H  5.751  10.125  -6.110
H  5.741  8.811  -7.179
H  5.051  10.864  -8.347
H  3.711  9.836  -8.317
H  1.623  10.707  -7.546
H  2.355  9.858  -6.161
H  1.138  12.657  -6.002
H  0.434  11.153  -5.477
H  1.877  11.704  -4.694
H  4.522  13.007  -7.778
H  3.118  13.380  -6.790
H  2.875  13.723  -9.281
H  1.636  12.606  -8.781
H  3.057  12.055  -9.632
C  9.589  4.425  -13.397
N  10.346  3.230  -13.752
C  10.831  2.339  -12.860
C  11.776  1.259  -13.345
O  10.538  2.418  -11.671
H  8.936  4.674  -14.231
H  10.297  5.253  -13.304
H  9.052  4.296  -12.463
H  10.586  3.166  -14.726
H  11.671  1.283  -14.435
H  11.435  0.292  -12.986
H  12.805  1.455  -13.063
C  8.451  8.472  -6.820
N  9.594  8.292  -7.683
C  10.468  7.280  -7.540
C  11.526  7.158  -8.643
O  10.368  6.451  -6.641
H  7.821  9.207  -7.325
H  8.688  8.910  -5.851
H  7.826  7.584  -6.707
H  9.469  8.635  -8.626
H  11.007  6.860  -9.553
H  12.348  6.546  -8.292
H  11.925  8.159  -8.828
C  8.445  5.159  -3.796
N  8.716  4.208  -4.858
C  8.010  3.128  -5.253
C  8.726  2.298  -6.305
O  6.941  2.758  -4.790
H  7.561  4.930  -3.207
H  8.271  6.111  -4.310
H  9.275  5.390  -3.127
H  9.300  4.646  -5.562
H  8.536  1.227  -6.224
H  9.794  2.502  -6.321
H  8.298  2.475  -7.298
C  1.059  7.181  -5.287
N  0.975  5.926  -6.025
C  0.421  5.788  -7.261
C  0.488  4.441  -7.896
O  -0.011  6.776  -7.848
H  1.726  7.831  -5.854
H  1.568  6.908  -4.362
H  0.119  7.682  -5.082
H  1.533  5.158  -5.698
H  1.060  4.601  -8.811
H  -0.527  4.071  -8.015
H  1.091  3.745  -7.312
C  1.704  6.426  -11.304
N  3.034  6.238  -11.787
C  3.638  6.863  -12.830
C  4.946  6.258  -13.255
O  3.167  7.833  -13.419
H  1.648  6.665  -10.241
H  1.103  5.558  -11.587
H  1.301  7.300  -11.823
H  3.499  5.353  -11.623
H  4.844  5.175  -13.355
H  5.682  6.517  -12.489
H  5.247  6.628  -14.231
C  5.515  13.445  -14.952
N  5.735  12.091  -14.527
C  4.768  11.353  -13.969
C  5.074  9.906  -13.687
O  3.641  11.799  -13.793
H  6.405  13.984  -15.257
H  4.958  13.973  -14.173
H  4.764  13.524  -15.749
H  6.584  11.669  -14.857
H  4.475  9.215  -14.278
H  4.980  9.688  -12.626
H  6.112  9.679  -13.953
C  9.489  8.349  -12.763
N  8.626  9.528  -12.612
C  8.540  10.220  -11.468
C  7.795  11.519  -11.462
O  9.075  9.820  -10.434
H  9.662  8.249  -13.832
H  9.018  7.547  -12.202
H  10.479  8.596  -12.374
H  8.342  9.975  -13.465
H  8.039  12.134  -10.601
H  6.710  11.404  -11.517
H  8.040  12.136  -12.333
C  1.390  1.812  -10.398
N  2.761  1.400  -10.506
C  3.778  2.177  -10.951
C  5.130  1.511  -11.083
O  3.628  3.338  -11.315
H  0.714  1.230  -11.025
H  1.265  2.845  -10.719
H  1.023  1.776  -9.371
H  2.981  0.420  -10.587
H  5.164  0.540  -10.589
H  5.884  2.106  -10.567
H  5.378  1.466  -12.142
C  8.402  0.612  -9.630
N  9.381  -0.283  -10.202
C  9.291  -1.628  -10.104
C  10.460  -2.321  -10.780
O  8.322  -2.244  -9.702
H  8.797  1.092  -8.735
H  7.499  0.084  -9.332
H  8.053  1.381  -10.318
H  10.289  0.082  -10.440
H  10.583  -1.977  -11.809
H  10.377  -3.402  -10.899
H  11.397  -2.230  -10.224


Entry 3:
Computed, not measured: one molecule with the formula C9H12N2S2, with ωB97M-V/def2-TZVPD.

Output
strongest force on any atom: 7.1 eV/A
SMILES: C1CSC(=C2C[C@@]23[C@@H]2CNN[C@@H]23)S1
orbital gap: 8.2 eV
LUMO level: 0.6 eV

Geometry (Å):
C  3.481  -1.367  0.445
C  4.142  0.028  0.249
S  2.869  1.282  0.452
C  1.435  0.365  -0.002
C  0.370  0.939  -0.526
C  -0.726  1.927  -0.433
C  -0.999  0.441  -0.561
C  -1.844  -0.707  -0.911
C  -3.351  -0.352  -0.838
N  -3.483  0.200  0.561
N  -2.496  -0.357  1.329
C  -1.299  -0.538  0.563
S  1.686  -1.410  0.061
H  4.135  -2.127  -0.149
H  3.487  -1.615  1.443
H  4.929  0.272  0.971
H  4.505  0.004  -0.852
H  -0.959  2.438  -1.459
H  -0.809  2.448  0.421
H  -1.409  -1.391  -1.611
H  -3.639  0.339  -1.462
H  -3.941  -1.267  -0.963
H  -3.183  1.229  0.245
H  -2.414  0.322  2.142
H  -0.488  -1.103  0.886


Entry 4:
Computed, not measured: C23H42F3I3N12O9S as an isolated structure, with ωB97M-V/def2-TZVPD.

Output
strongest force on any atom: 12.9 eV/A
orbital gap: 7.5 eV
LUMO level: -0.7 eV

Geometry (Å):
C  -1.736  -4.481  2.024
C  -1.774  -2.877  1.541
I  -2.290  -1.507  3.172
C  -1.481  -2.459  0.107
I  -1.097  -4.258  -1.162
C  -1.499  -0.896  -0.374
C  -0.075  -0.343  -1.057
N  0.218  -1.242  -2.213
C  0.978  -0.397  0.198
C  2.504  -0.934  -0.188
C  3.684  -0.332  0.775
C  5.138  -0.416  -0.048
N  5.259  -1.648  -0.920
C  5.784  -1.296  -2.322
N  7.148  -1.167  -2.609
N  4.862  -1.108  -3.539
C  -0.347  1.210  -1.648
C  1.074  1.674  -2.314
C  2.240  2.248  -1.303
C  2.863  3.696  -1.870
C  3.344  4.627  -0.567
O  4.257  4.249  0.330
O  2.767  5.998  -0.370
C  -0.884  2.234  -0.437
O  -0.434  3.632  -0.568
C  -0.445  4.303  0.771
F  0.693  3.858  1.612
F  -0.290  5.793  0.612
F  -1.786  4.107  1.438
C  -1.628  1.217  -2.738
I  -0.741  0.814  -4.789
C  -2.046  2.786  -3.163
N  -2.692  2.887  -4.537
N  -2.779  0.322  -2.419
S  -4.311  1.266  -2.232
C  -3.162  -0.420  -3.725
O  -2.812  -1.653  -4.091
O  -4.134  0.189  -4.703
C  -2.860  -0.492  -1.178
N  -3.793  0.080  -0.077
O  -3.510  -1.842  -1.322
N  -4.826  -1.818  -1.370
O  -5.193  -2.948  -1.008
H  -2.591  -5.011  1.412
H  -2.035  -4.606  3.166
H  -0.672  -4.953  1.880
H  -1.494  -0.243  0.627
H  0.810  -2.064  -2.017
H  -0.702  -1.569  -2.578
H  0.651  -1.080  1.105
H  1.176  0.664  0.711
H  2.668  -0.589  -1.319
H  2.511  -2.118  -0.216
H  3.812  -1.109  1.672
H  3.468  0.757  1.155
H  5.351  0.539  -0.691
H  6.027  -0.485  0.745
H  6.049  -2.231  -0.512
H  7.701  -1.342  -1.741
H  5.433  -1.221  -4.430
H  4.483  -0.133  -3.576
H  1.642  0.816  -2.921
H  0.994  2.567  -3.102
H  1.881  2.492  -0.218
H  3.195  1.533  -1.265
H  3.718  3.531  -2.654
H  2.036  4.351  -2.413
H  2.404  6.093  0.560
H  -2.073  2.347  -0.453
H  -0.634  1.849  0.638
H  -0.990  3.321  -3.347
H  -2.521  3.420  -2.323
H  -2.135  3.544  -5.159
H  -3.606  3.380  -4.403
H  -4.115  2.332  -1.353
H  -3.876  -0.634  0.712
H  -3.341  0.875  0.423
C  -5.607  -3.670  4.719
O  -4.411  -3.808  4.520
N  -6.492  -3.473  3.724
N  -6.149  -3.703  5.950
H  -7.481  -3.357  3.868
H  -6.125  -3.442  2.782
H  -5.518  -3.849  6.727
H  -7.132  -3.591  6.133
C  2.620  -1.322  4.788
O  3.052  -1.847  3.774
N  1.521  -0.547  4.795
N  3.207  -1.470  5.990
H  1.151  -0.105  5.619
H  1.049  -0.409  3.910
H  4.037  -2.046  6.029
H  2.867  -1.045  6.836


We obtain E values of -467.6939, -3113.6837, -1255.8044, -3825.9415 hartree for the records listed above, in that order.
We obtain ΔE to the lowest compared entry with this formula, charge and spin values of 28.1, 64.7, 138.9, 298.1 kcal/mol for the records listed above, in that order.